# 1
The following is a DFT calculation (ωB97M-V/def2-TZVPD) of a 2-piece molecular cluster, C5H10O2 overall in a non-equilibrium geometry.

Output
HOMO level: -8.67 eV
ΔE to the lowest compared entry with this formula, charge and spin: 90.5 kcal per mole
Multiplicity: 1
Charge: 0
SMILES string: C=C/C=C/CO.O
LUMO level: 0.54 eV

```
17
Properties=species:S:1:pos:R:3:forces:R:3:nbo_charge:R:1
C 0.112141 -1.599678 -1.137129 -2.325 -2.528 -0.329 -0.242
C -0.913504 -2.476060 -1.345765 0.121 2.517 0.325 -0.357
C 0.823936 1.930878 -0.050790 -1.338 1.776 1.099 -0.114
O 0.169955 2.047130 1.243416 -1.751 0.737 -1.061 -0.745
C 0.788104 0.455108 -0.039621 -0.265 -0.754 -4.868 -0.158
C -0.028520 -0.193255 -0.930694 -0.089 4.161 1.137 -0.266
H 1.106755 -1.998592 -1.037175 0.311 -0.056 0.008 0.208
H -1.953968 -2.087869 -1.377452 0.793 -0.298 -0.110 0.192
H -0.802264 -3.524490 -1.436216 0.335 -0.800 -0.098 0.200
H 0.180287 2.556157 -0.795081 0.824 -1.823 0.877 0.188
H 1.775178 2.517952 -0.051005 -0.268 -1.137 0.097 0.192
H 0.732143 2.428913 1.857608 1.683 1.280 1.850 0.470
H 1.498728 -0.101730 0.518486 0.645 -0.137 0.582 0.210
H -0.813359 0.600981 -1.359806 1.496 -2.582 0.274 0.221
H -0.942631 0.601657 2.245664 0.039 0.607 -1.223 0.496
H -0.867777 -0.818071 1.441989 -0.125 0.545 -1.067 0.483
O -0.865206 -0.339031 2.253569 -0.086 -1.508 2.507 -0.979
```
Positions in Å, forces in eV/Å.



# 2
The following is a DFT calculation (ωB97M-V/def2-TZVPD) of a 2-piece molecular cluster, C5H10O2 overall in a non-equilibrium geometry.

Output
HOMO level: -8.36 eV
ΔE to the lowest compared entry with this formula, charge and spin: 98.2 kcal per mole
Multiplicity: 1
Charge: 0
SMILES string: C=C/C=C/CO.O
LUMO level: 0.06 eV

```
17
Properties=species:S:1:pos:R:3:forces:R:3:nbo_charge:R:1
C -0.737909 1.346111 0.224068 -0.481 -0.417 1.313 -0.242
C -0.846267 2.677475 0.400591 -0.979 -1.249 -0.982 -0.373
C 1.414721 -1.862392 0.847531 -2.190 0.365 1.069 -0.100
O 2.127525 -1.882230 -0.373946 0.051 0.925 0.411 -0.696
C 0.196055 -0.895418 1.011957 0.409 -0.179 -0.911 -0.239
C 0.159311 0.444394 0.962858 0.332 1.491 0.703 -0.191
H -1.302794 0.846334 -0.563034 0.083 0.481 0.147 0.234
H -0.489713 3.309973 1.203258 0.393 -0.229 -0.139 0.204
H -1.519245 3.073674 -0.354096 0.107 0.771 0.341 0.200
H 2.073921 -1.715903 1.686976 0.626 -0.494 0.040 0.190
H 0.799152 -2.757344 0.851748 0.861 -0.909 0.747 0.162
H 1.469038 -1.763512 -1.057598 -0.089 0.048 -0.413 0.458
H -0.747066 -1.429226 1.100659 -0.252 -0.016 -1.261 0.187
H 0.842924 1.061286 1.552106 1.182 -0.438 -0.777 0.195
H -1.142655 -0.895221 -2.234903 0.247 -0.415 0.055 0.470
H -0.785023 0.485621 -2.808419 -0.169 -0.246 0.106 0.476
O -1.511974 -0.043622 -2.449756 -0.132 0.511 -0.449 -0.934
```
Positions in Å, forces in eV/Å.



# 3
The following is a DFT calculation (ωB97M-V/def2-TZVPD) of one molecule with the formula C5H10O2.

Output
HOMO level: -8.28 eV
ΔE to the lowest compared entry with this formula, charge and spin: 91.3 kcal per mole
Multiplicity: 1
Charge: 0
SMILES string: C[C@]1(O)C[C@@]1(C)O
LUMO level: 0.79 eV

```
17
Properties=species:S:1:pos:R:3:forces:R:3:nbo_charge:R:1
C 1.084518 1.192122 0.232584 0.268 0.011 -0.015 -0.617
C 0.293999 -0.044786 0.633809 0.094 0.115 -0.213 0.096
O 1.062746 -1.014238 1.300211 0.048 -0.010 0.431 -0.708
C -1.032257 0.365412 1.139509 0.020 0.095 -0.327 -0.532
C -0.551253 -0.516865 -0.472686 -0.035 0.368 0.045 0.417
C -0.029319 -0.388953 -1.920675 -0.256 0.335 0.182 -0.669
O -1.360930 -1.622964 -0.408435 0.123 -0.339 0.371 -0.694
H 1.489293 1.639816 1.143451 0.061 -0.021 -0.102 0.217
H 1.903764 0.926080 -0.436175 0.066 0.086 0.077 0.216
H 0.448128 1.941899 -0.257604 0.158 -0.285 0.113 0.216
H 0.887133 -0.900489 2.240661 0.169 -0.102 0.053 0.469
H -1.483958 -0.354258 1.847307 -0.158 0.136 -0.755 0.189
H -1.222703 1.396815 1.454998 0.152 -0.234 -0.522 0.215
H -0.592928 -1.031701 -2.608275 -0.125 0.274 0.390 0.237
H -0.029475 0.626527 -2.313252 -0.071 0.030 0.054 0.230
H 1.019134 -0.739833 -1.958546 -0.411 0.150 0.290 0.228
H -1.885893 -1.474585 0.383120 -0.104 -0.608 -0.071 0.490
```
Positions in Å, forces in eV/Å.



# 4
The following is a DFT calculation (ωB97M-V/def2-TZVPD) of one molecule with the formula C5H10O2 in a non-equilibrium geometry.

Output
HOMO level: -9.74 eV
ΔE to the lowest compared entry with this formula, charge and spin: 44.7 kcal per mole
Multiplicity: 1
Charge: 0
SMILES string: O=CCCCCO
LUMO level: 0.76 eV

```
17
Properties=species:S:1:pos:R:3:forces:R:3:nbo_charge:R:1
C 1.697533 0.124565 0.532218 -0.583 -0.814 0.455 -0.070
O 2.089405 -1.182414 0.061788 0.589 1.020 -0.346 -0.722
C 0.752248 0.858410 -0.434004 0.684 0.161 1.317 -0.426
C -0.338522 -0.055381 -0.955520 -0.348 0.864 -0.687 -0.411
C -1.224728 -0.732915 0.061459 -1.328 0.024 0.336 -0.508
C -2.235862 0.253728 0.737196 0.085 -2.203 -0.193 0.453
O -3.096604 0.881783 0.195641 0.293 0.571 -0.248 -0.510
H 2.563081 0.724258 0.844412 -0.090 -0.058 -0.277 0.172
H 1.143180 -0.114186 1.459623 0.178 0.306 -0.358 0.169
H 2.779596 -0.996629 -0.593309 -0.200 -0.461 0.107 0.460
H 1.281767 1.345038 -1.255094 0.109 -0.260 -0.126 0.206
H 0.392245 1.693063 0.182242 -0.414 -0.023 -0.211 0.204
H 0.134401 -0.697492 -1.700161 -0.362 -0.378 0.246 0.222
H -1.060870 0.581337 -1.477947 0.233 -0.043 -0.452 0.221
H -0.783662 -1.218566 0.918631 0.819 -0.209 -0.006 0.208
H -1.858371 -1.535000 -0.405865 0.421 0.812 0.165 0.242
H -2.234833 0.070403 1.828682 -0.085 0.691 0.278 0.090
```
Positions in Å, forces in eV/Å.



# 5
The following is a DFT calculation (ωB97M-V/def2-TZVPD) of a 2-piece molecular cluster, C5H10O2 overall.

Output
HOMO level: -8.91 eV
ΔE to the lowest compared entry with this formula, charge and spin: 150.3 kcal per mole
Multiplicity: 1
Charge: 0
LUMO level: 0.28 eV

```
17
Properties=species:S:1:pos:R:3:forces:R:3:nbo_charge:R:1
C 2.106224 0.404410 -0.946175 0.137 -0.077 -0.138 -0.265
O 1.465954 0.962972 0.182034 -0.062 0.029 0.068 -0.648
C 0.121486 -0.377403 0.807520 0.193 -0.356 0.044 0.189
C -1.092221 -0.609116 1.609788 -0.010 0.091 0.182 -0.452
C -1.085181 -0.892505 0.105833 0.029 -0.016 -0.185 -0.294
C -1.523295 0.326346 -0.654359 -0.178 -0.111 -0.071 -0.057
O -0.843388 1.301427 0.093172 0.011 0.273 -0.205 -0.774
H 1.382066 0.058255 -1.696625 0.113 0.095 0.106 0.174
H 2.712245 -0.452604 -0.628916 -0.058 0.151 -0.032 0.180
H 2.763404 1.158995 -1.389063 -0.018 -0.162 -0.033 0.194
H 1.020717 -0.938397 1.017087 -0.046 0.074 -0.066 0.205
H -1.014848 -1.453104 2.293557 0.046 0.140 -0.096 0.224
H -1.658747 0.244440 1.959024 -0.066 -0.204 -0.082 0.265
H -1.120323 -1.905984 -0.288706 -0.057 0.133 0.132 0.218
H -1.193201 0.274405 -1.708318 -0.071 -0.031 0.166 0.149
H -2.613136 0.488276 -0.656368 0.153 0.030 0.012 0.168
H 0.572238 1.409581 -0.099481 -0.115 -0.058 0.197 0.527
```
Positions in Å, forces in eV/Å.



# 6
The following is a DFT calculation (ωB97M-V/def2-TZVPD) of a 2-piece molecular cluster, C5H10O2 overall.

Output
HOMO level: -9.93 eV
ΔE to the lowest compared entry with this formula, charge and spin: 61.9 kcal per mole
Multiplicity: 1
Charge: 0
SMILES string: C[C@@H]1C=C[C@@H]1O.O
LUMO level: 0.73 eV

```
17
Properties=species:S:1:pos:R:3:forces:R:3:nbo_charge:R:1
C -1.647304 -0.282517 -0.274451 -0.048 0.016 0.003 -0.621
C -0.685844 0.029972 0.869296 -0.143 -0.025 0.076 -0.251
C 0.631972 -0.813755 0.878192 -0.012 0.096 0.284 0.072
O 0.668774 -1.798474 -0.131013 0.239 -0.135 -0.074 -0.722
C 1.362655 0.492507 0.638323 -0.037 0.118 0.057 -0.236
C 0.246805 1.222184 0.725262 0.079 0.038 0.043 -0.169
O 0.563493 0.971556 -2.370499 0.024 -0.001 0.031 -0.934
H -2.472133 0.438732 -0.298008 0.116 -0.077 0.052 0.209
H -2.074074 -1.281815 -0.141542 0.045 0.140 0.001 0.220
H -1.152078 -0.258341 -1.248295 -0.123 -0.039 0.197 0.228
H -1.228242 0.001590 1.822867 0.083 -0.021 -0.094 0.202
H 0.843450 -1.248164 1.865696 -0.033 -0.011 -0.160 0.167
H 1.475363 -2.316231 -0.017852 -0.153 0.041 -0.076 0.476
H 2.412946 0.729018 0.484764 -0.173 0.002 0.098 0.213
H 0.836848 0.243260 -1.795813 0.025 0.035 -0.215 0.474
H 0.066009 2.295690 0.732866 0.004 -0.162 -0.020 0.207
H 0.151366 1.574784 -1.739800 0.108 -0.013 -0.202 0.464
```
Positions in Å, forces in eV/Å.



# 7
The following is a DFT calculation (ωB97M-V/def2-TZVPD) of C5H10O2 as an isolated structure in a non-equilibrium geometry.

Output
HOMO level: -9.54 eV
ΔE to the lowest compared entry with this formula, charge and spin: 68.9 kcal per mole
Multiplicity: 1
Charge: 0
LUMO level: 0.97 eV

```
17
Properties=species:S:1:pos:R:3:forces:R:3:nbo_charge:R:1
O 2.145986 0.337345 0.336772 1.041 0.190 0.168 -0.761
C 1.800111 -0.997098 0.077949 -0.683 0.647 -0.436 -0.098
C 0.386248 -0.756080 -0.503554 -0.302 1.418 -0.567 0.143
C -0.760484 -0.791394 0.464038 -0.064 0.059 -0.100 -0.468
C -1.625100 0.413576 0.100516 -0.426 -0.034 0.181 -0.407
C -0.651769 1.554775 -0.126480 -0.297 -0.427 0.149 -0.078
O 0.313176 0.965078 -0.995213 -0.328 -1.875 0.355 -0.606
H 1.516027 0.872617 -0.329327 1.426 -0.519 1.256 0.492
H 1.793761 -1.648196 0.993958 -0.353 0.789 -0.506 0.173
H 2.466942 -1.538858 -0.627828 -0.240 0.556 0.040 0.158
H 0.212339 -1.106161 -1.508938 -0.237 -0.439 -0.012 0.207
H -0.396987 -0.732067 1.499676 -0.012 0.062 -0.286 0.219
H -1.329200 -1.720989 0.356485 0.120 0.050 0.002 0.236
H -2.370579 0.620070 0.863128 -0.154 0.064 0.075 0.214
H -2.130488 0.205186 -0.849722 -0.054 0.092 0.163 0.205
H -0.206295 1.896772 0.823503 0.084 -0.203 -0.245 0.174
H -1.163694 2.425426 -0.574960 0.480 -0.430 -0.236 0.197
```
Positions in Å, forces in eV/Å.



# 8
The following is a DFT calculation (ωB97M-V/def2-TZVPD) of one molecule with the formula C5H10O2.

Output
HOMO level: -7.56 eV
ΔE to the lowest compared entry with this formula, charge and spin: 137.9 kcal per mole
Multiplicity: 1
Charge: 0
LUMO level: 0.80 eV

```
17
Properties=species:S:1:pos:R:3:forces:R:3:nbo_charge:R:1
C 2.318642 0.411363 0.601990 0.155 -0.019 0.120 -0.242
O 0.944493 0.424857 0.219876 -0.036 -0.246 0.037 -0.439
C 0.455732 -1.075931 -0.393700 -0.151 0.063 -0.464 -0.262
C -0.158241 0.139796 1.181672 -0.053 0.155 0.085 -0.048
C -0.924570 -0.607446 0.098862 -0.083 -0.190 0.128 -0.368
C -1.820702 0.326024 -0.733758 0.100 0.120 0.251 -0.069
O -2.149439 -0.247536 -1.979483 0.226 -0.066 -0.215 -0.712
H 2.892945 0.310035 -0.324803 -0.197 0.016 0.182 0.208
H 2.495392 -0.467961 1.222202 0.090 0.124 0.084 0.204
H 2.590035 1.354485 1.085783 -0.159 -0.176 0.070 0.189
H 0.651640 -0.965212 -1.471084 -0.201 0.231 -0.117 0.120
H 0.172557 -0.546183 1.965419 0.234 0.199 -0.159 0.212
H -0.530417 1.080570 1.597974 -0.016 -0.081 -0.169 0.193
H -1.505788 -1.479371 0.413883 -0.011 0.232 0.249 0.222
H -2.780107 0.499909 -0.226023 0.247 -0.088 0.003 0.176
H -1.346406 1.314951 -0.863883 0.024 -0.228 -0.015 0.152
H -1.305770 -0.472343 -2.394927 -0.169 -0.043 -0.069 0.463
```
Positions in Å, forces in eV/Å.



# 9
The following is a DFT calculation (ωB97M-V/def2-TZVPD) of a 2-piece molecular cluster, C5H10O2 overall.

Output
HOMO level: -8.81 eV
ΔE to the lowest compared entry with this formula, charge and spin: 101.6 kcal per mole
Multiplicity: 1
Charge: 0
LUMO level: 0.21 eV

```
17
Properties=species:S:1:pos:R:3:forces:R:3:nbo_charge:R:1
C -2.684010 -0.327063 0.252194 -0.012 -0.013 -0.007 -0.636
C -1.394998 0.415639 0.519903 -0.195 0.019 0.187 -0.068
O -0.451652 0.089322 -0.541319 0.381 0.383 -0.151 -0.468
C 0.445650 0.990245 -0.768068 -0.248 -0.276 -0.186 0.236
C 2.199596 -0.632306 1.019777 0.042 -0.030 0.032 -0.859
C 1.302963 0.669291 -1.931577 0.446 0.037 -0.045 0.275
O 2.480861 0.378553 -1.943108 -0.707 0.093 -0.029 -0.522
H -2.529454 -1.409874 0.285085 -0.024 0.170 -0.016 0.220
H -3.423746 -0.059479 1.013312 0.114 -0.048 -0.102 0.226
H -3.087271 -0.058482 -0.729400 0.051 -0.038 0.155 0.219
H -1.514054 1.502489 0.517854 0.017 -0.189 0.009 0.203
H -0.924205 0.108010 1.459095 -0.069 0.022 -0.149 0.196
H 1.778221 0.377691 0.956402 0.105 -0.153 0.125 0.207
H 2.903676 -0.752491 0.192922 -0.117 -0.030 0.230 0.241
H 2.704437 -0.742923 1.982294 -0.047 -0.028 -0.142 0.214
H 1.395994 -1.372156 0.930887 0.177 0.145 0.043 0.203
H 0.754935 0.934405 -2.872157 0.086 -0.063 0.044 0.114
```
Positions in Å, forces in eV/Å.



# 10
The following is a DFT calculation (ωB97M-V/def2-TZVPD) of a 2-piece molecular cluster, C5H10O2 overall.

Output
HOMO level: -9.99 eV
ΔE to the lowest compared entry with this formula, charge and spin: 58.5 kcal per mole
Multiplicity: 1
Charge: 0
SMILES string: C[C@@H]1C=C[C@@H]1O.O
LUMO level: 0.72 eV

```
17
Properties=species:S:1:pos:R:3:forces:R:3:nbo_charge:R:1
C 0.722187 0.785342 1.382952 0.013 0.002 0.013 -0.622
C 0.717458 -0.579378 0.701202 0.082 -0.021 0.134 -0.249
C -0.656194 -1.055493 0.122915 0.099 -0.225 0.030 0.070
O -1.723455 -0.162386 0.389910 -0.226 -0.019 -0.116 -0.730
C 0.000418 -1.000265 -1.240742 0.111 -0.041 -0.061 -0.236
C 1.194201 -0.670008 -0.740177 0.033 -0.030 -0.074 -0.161
O -0.698368 2.060076 -1.333556 -0.022 -0.115 -0.029 -0.954
H 1.745880 1.084810 1.633508 -0.123 -0.071 -0.040 0.211
H 0.143855 0.744670 2.312072 0.091 -0.004 -0.121 0.218
H 0.285567 1.560608 0.747769 0.116 -0.130 0.159 0.231
H 1.179569 -1.323237 1.363306 -0.077 0.076 -0.078 0.202
H -0.919648 -2.073726 0.441608 -0.001 0.158 -0.028 0.171
H -2.535339 -0.552104 0.040620 0.105 0.114 0.099 0.480
H -0.374043 -1.210911 -2.239658 0.112 0.010 0.156 0.213
H -1.177896 1.418902 -0.783219 -0.018 0.160 -0.063 0.483
H 2.179672 -0.559578 -1.187408 -0.149 0.019 0.072 0.208
H 0.118012 1.587972 -1.539988 -0.146 0.115 -0.052 0.466
```
Positions in Å, forces in eV/Å.